Below is a structure of composition C21H32CuFN4O2, with properties calculated with wB97M-V/def2-TZVPD.

XYZ file:
```
61
Properties=species:S:1:pos:R:3:nbo_charge:R:1
Cu -1.03 -0.68 -0.72 0.750
O -2.12 -3.15 -0.54 -0.727
C -3.08 -3.05 0.48 -0.089
C -3.20 -1.69 1.16 0.203
C -4.04 -1.56 2.26 -0.252
C -4.20 -0.33 2.85 -0.161
C -3.55 0.76 2.30 -0.269
C -2.74 0.56 1.20 0.054
N -2.55 -0.65 0.64 -0.519
H -2.24 -2.44 -1.20 0.495
H -2.81 -3.79 1.22 0.190
H -4.08 -3.32 0.11 0.179
H -4.56 -2.44 2.65 0.217
H -4.84 -0.21 3.72 0.217
H -3.66 1.76 2.71 0.222
H -2.22 1.38 0.73 0.237
C 2.07 4.81 -1.20 -0.409
N 0.73 4.32 -0.92 -0.431
C -0.44 5.19 -0.97 -0.411
C 0.54 3.03 -0.60 0.541
O -0.55 2.53 -0.37 -0.640
H 2.00 5.83 -1.56 0.214
H 2.56 4.22 -1.98 0.210
H 2.71 4.81 -0.31 0.196
H -0.11 6.22 -1.07 0.200
H -1.02 5.09 -0.05 0.216
H -1.09 4.93 -1.80 0.213
H 1.47 2.44 -0.61 0.108
F -1.39 -0.32 -6.86 -0.349
C -1.30 -0.40 -5.50 0.362
C -0.98 -1.61 -4.92 -0.311
C -0.89 -1.67 -3.53 -0.260
C -1.11 -0.57 -2.68 -0.489
C -1.44 0.62 -3.36 -0.248
C -1.54 0.72 -4.75 -0.311
H -0.81 -2.48 -5.55 0.213
H -0.62 -2.63 -3.10 0.187
H -1.62 1.53 -2.78 0.195
H -1.79 1.66 -5.24 0.211
C 3.48 -2.79 3.13 -0.620
C 3.70 -2.17 1.75 -0.203
N 2.73 -1.15 1.38 -0.438
C 3.01 0.23 1.75 -0.212
C 2.38 0.68 3.07 -0.623
C 1.54 -1.46 0.77 0.501
C 1.36 -2.87 0.28 -0.682
N 0.59 -0.62 0.56 -0.816
H 4.19 -3.60 3.30 0.216
H 2.47 -3.20 3.20 0.210
H 3.60 -2.05 3.92 0.205
H 3.70 -2.95 1.00 0.208
H 4.69 -1.71 1.70 0.197
H 2.67 0.87 0.94 0.195
H 4.09 0.34 1.79 0.202
H 1.30 0.54 3.07 0.216
H 2.59 1.74 3.25 0.214
H 2.79 0.11 3.91 0.208
H 2.11 -3.12 -0.47 0.227
H 0.37 -2.96 -0.17 0.268
H 1.44 -3.60 1.09 0.218
H 0.78 0.30 0.93 0.354
```

The charge is 0. The total energy comes out at -79708.24645 eV. The LUMO energy is 0.47 eV. The value obtained for the HOMO energy is -6.5 eV. As for the largest force on an atom: 0.013 Eh/bohr.